[1]
C32H75B3N7O12 | ωB97M-V with the def2-TZVPD basis set

Positions of all 129 atoms, in Å:
O (3.36, 2.75, -10.08)
O (2.60, 3.04, -1.13)
O (3.05, 7.76, -1.33)
O (4.07, -8.39, 1.86)
O (4.73, -1.41, 0.46)
O (-4.66, -2.77, 3.01)
O (2.90, -1.54, -1.11)
O (1.82, 1.09, -2.07)
O (5.47, 2.66, -2.37)
O (0.93, -2.92, 2.67)
O (-10.61, -0.47, 2.42)
O (4.18, 1.16, -3.92)
N (-0.44, 0.24, -3.32)
N (1.11, -5.08, 2.01)
N (2.98, 3.02, -7.85)
N (-11.96, -1.53, 0.92)
N (-6.84, -2.55, 2.36)
N (5.64, -6.81, 1.34)
N (5.18, 7.01, -1.63)
C (-7.28, -2.20, 3.70)
C (4.92, -7.58, 2.19)
C (0.74, 3.92, -0.01)
C (-2.99, 0.33, 3.98)
C (-7.81, -2.60, 1.29)
C (-1.70, -1.91, 4.00)
C (-1.91, 2.71, 4.01)
C (-2.53, 1.55, 4.85)
C (4.76, 5.66, -1.98)
C (1.21, 3.23, -1.34)
C (6.66, 1.88, -2.29)
C (-0.15, 1.68, -3.08)
C (5.40, -6.94, -0.09)
C (-12.71, -2.22, 1.96)
C (-2.79, -1.04, 4.73)
C (1.63, 3.49, -8.06)
C (-0.13, 3.02, 0.93)
C (4.25, 7.94, -1.33)
C (1.64, -4.71, 0.71)
C (3.49, 2.91, -6.49)
C (-12.31, -1.76, -0.47)
C (0.64, 1.80, -1.72)
C (3.71, 0.87, -0.22)
C (0.95, -6.49, 2.32)
C (-5.52, -2.80, 2.15)
C (-0.49, 2.38, 3.44)
C (-0.10, 3.53, 2.42)
C (3.73, 2.68, -8.92)
C (6.60, 7.31, -1.60)
C (0.80, -4.10, 2.89)
C (-10.95, -0.70, 1.28)
C (6.63, -5.87, 1.81)
B (4.32, 1.85, -2.65)
B (3.07, 1.66, -1.52)
B (3.75, -0.72, -0.33)
H (-3.45, 1.94, 5.35)
H (0.15, 4.85, -0.21)
H (0.93, 3.88, 2.64)
H (0.92, -4.08, 0.19)
H (4.19, 5.23, -1.16)
H (1.62, 4.25, 0.57)
H (0.95, 3.96, -2.14)
H (6.36, -4.86, 1.48)
H (0.27, -0.14, -3.93)
H (4.74, 2.33, -8.65)
H (6.77, 8.35, -1.32)
H (1.92, -6.98, 2.25)
H (0.52, 2.05, -3.89)
H (5.18, -7.41, 3.25)
H (2.56, -4.14, 0.84)
H (5.62, 5.03, -2.19)
H (-10.45, -0.23, 0.42)
H (-13.17, -1.48, 2.62)
H (0.27, 1.99, 0.91)
H (5.59, -7.96, -0.40)
H (0.41, -4.48, 3.84)
H (-8.57, -3.35, 1.53)
H (-0.02, 1.27, -1.00)
H (7.48, 2.58, -2.02)
H (-3.72, -1.65, 4.74)
H (-6.76, -1.30, 4.03)
H (3.35, -1.74, -1.93)
H (4.30, -2.24, 0.67)
H (-5.29, -3.05, 1.11)
H (-1.17, 3.02, 0.57)
H (3.11, 1.16, 0.69)
H (6.95, 1.40, -3.25)
H (3.47, 3.90, -6.02)
H (-2.15, -2.18, 3.02)
H (0.26, -6.93, 1.60)
H (-1.86, 1.23, 5.67)
H (-0.42, 1.39, 2.96)
H (-8.35, -2.02, 3.70)
H (-13.35, -1.46, -0.63)
H (-13.48, -2.84, 1.52)
H (6.04, -6.26, -0.64)
H (6.70, -5.88, 2.89)
H (1.05, 2.73, -8.58)
H (-0.37, -0.26, -2.44)
H (-11.67, -1.18, -1.13)
H (1.85, -5.60, 0.12)
H (4.35, -6.70, -0.30)
H (7.60, -6.13, 1.39)
H (-7.33, -2.87, 0.35)
H (-2.58, 3.05, 3.19)
H (-7.04, -3.02, 4.38)
H (1.16, 3.72, -7.11)
H (4.75, 1.21, 0.00)
H (7.09, 6.66, -0.87)
H (4.51, 2.54, -6.48)
H (4.69, 8.92, -1.08)
H (7.02, 7.13, -2.59)
H (-0.81, 4.37, 2.54)
H (1.66, 4.39, -8.68)
H (-2.51, -0.87, 5.79)
H (-12.03, -2.83, 2.55)
H (-4.08, 0.43, 3.82)
H (-1.53, -2.86, 4.54)
H (-1.10, 2.25, -3.02)
H (-0.77, -1.33, 3.84)
H (5.03, 0.83, -4.22)
H (-1.81, 3.59, 4.69)
H (-8.28, -1.63, 1.18)
H (4.12, 5.70, -2.86)
H (0.54, -6.62, 3.33)
H (0.22, 2.47, 4.29)
H (6.61, 1.10, -1.50)
H (-2.45, 0.27, 3.02)
H (-12.20, -2.82, -0.70)
H (2.86, 2.23, -5.92)

Output
Calculated total energy (hartree): -2625.2318
Charge: -1

=====

[2]
C32H75IN12O5P3SSi | ωB97M-V with the def2-TZVPD basis set

Positions of all 130 atoms, in Å:
I (-3.63, 1.66, -3.37)
S (3.13, -1.83, -4.89)
P (0.71, -1.29, 1.38)
P (-6.17, 0.20, 2.13)
P (5.81, 3.73, 1.33)
Si (-0.77, -4.93, -2.73)
O (5.74, 2.50, 0.44)
O (3.80, 0.00, -2.91)
O (-4.70, 0.11, 1.77)
O (1.11, -2.64, 0.79)
O (-1.02, -3.35, -3.32)
N (5.72, 5.29, 2.06)
N (7.42, 3.45, 1.86)
N (-0.77, -0.93, -5.30)
N (1.76, -0.37, 0.32)
N (5.09, -1.67, -2.97)
N (-0.92, -1.36, 0.84)
N (4.61, 3.15, 2.46)
N (-6.61, -1.19, 1.17)
N (5.51, -0.88, -1.96)
N (-5.98, -0.17, 3.81)
N (-7.84, 0.60, 2.29)
N (0.45, 0.12, 2.33)
C (2.60, -0.34, -5.79)
C (4.06, -1.18, -3.56)
C (0.27, -4.74, -1.15)
C (0.11, -0.10, -5.89)
C (-6.84, -0.97, 4.65)
C (4.68, 0.14, -1.93)
C (8.45, 3.60, 0.83)
C (7.99, 3.67, 3.18)
C (-0.55, -2.39, -5.45)
C (-5.29, 0.85, 4.59)
C (1.28, 0.19, -0.93)
C (0.69, 1.51, 1.99)
C (3.51, 2.42, 1.83)
C (-2.00, 0.92, -4.49)
C (-1.12, 1.82, -5.10)
C (-2.38, -5.75, -2.15)
C (-0.30, -0.06, 3.57)
C (-1.75, -2.37, 1.48)
C (6.46, 6.36, 1.40)
C (4.99, 2.42, 3.66)
C (1.34, -0.58, -6.66)
C (3.05, -1.01, 0.06)
C (5.18, 5.67, 3.35)
C (-5.85, -1.30, -0.07)
C (-1.50, -3.29, -4.65)
C (0.22, -6.04, -3.89)
C (-1.75, -0.28, 0.33)
C (-0.06, 1.27, -5.80)
C (-9.01, -0.22, 2.06)
C (-8.14, 1.88, 2.93)
C (-1.79, -0.42, -4.61)
C (-6.71, -2.52, 1.74)
H (-2.62, -0.68, -0.18)
H (-5.72, -0.32, -0.53)
H (-8.36, 1.75, 4.00)
H (2.34, 0.42, -5.04)
H (1.25, -1.60, -7.06)
H (-6.37, -1.93, -0.79)
H (0.47, -2.60, -5.08)
H (2.11, 0.64, -1.49)
H (-0.49, -6.70, -4.41)
H (0.81, -0.57, -1.57)
H (0.59, 1.01, -0.76)
H (0.72, -5.46, -4.69)
H (5.85, 5.39, 4.17)
H (4.10, 2.06, 4.18)
H (8.69, 4.66, 0.64)
H (1.67, 1.67, 1.55)
H (3.78, 1.38, 1.60)
H (-4.44, 1.25, 4.04)
H (1.30, -5.06, -1.40)
H (-0.07, -5.45, -0.37)
H (1.41, 0.08, -7.53)
H (0.95, -6.67, -3.38)
H (-2.55, -2.95, -4.67)
H (-7.57, -2.61, 2.40)
H (8.12, 3.16, -0.11)
H (-1.52, -4.27, -5.16)
H (0.10, 0.58, 4.37)
H (-4.85, -1.73, 0.11)
H (4.19, 5.24, 3.53)
H (3.78, -0.27, -0.28)
H (-9.17, -0.93, 2.88)
H (-2.12, 0.39, 1.12)
H (-1.24, 2.90, -5.06)
H (-0.51, -2.65, -6.52)
H (0.67, 1.93, -6.28)
H (-2.73, -5.14, -1.30)
H (0.31, -3.71, -0.77)
H (9.37, 3.09, 1.11)
H (2.64, 2.40, 2.50)
H (-0.21, -1.09, 3.93)
H (-4.89, 0.44, 5.52)
H (-6.89, -3.27, 0.96)
H (-9.91, 0.39, 1.99)
H (5.03, 6.75, 3.40)
H (7.38, 3.26, 3.98)
H (-5.80, -2.81, 2.29)
H (2.97, -1.79, -0.71)
H (0.67, 2.13, 2.89)
H (4.80, 0.94, -1.18)
H (-9.00, 2.37, 2.46)
H (-2.49, -1.06, -4.09)
H (-3.15, -5.81, -2.94)
H (-2.09, -2.06, 2.48)
H (-2.64, -2.61, 0.88)
H (5.91, 7.31, 1.44)
H (-7.30, 2.57, 2.83)
H (-2.14, -6.73, -1.72)
H (-0.08, 1.90, 1.32)
H (-1.24, 0.32, -0.42)
H (6.61, 6.13, 0.34)
H (3.40, 0.02, -6.46)
H (7.44, 6.51, 1.86)
H (5.64, 1.57, 3.45)
H (-5.96, 1.69, 4.84)
H (3.19, 2.90, 0.91)
H (3.45, -1.47, 0.96)
H (-1.36, 0.17, 3.44)
H (-1.20, -3.31, 1.60)
H (-6.31, -1.24, 5.57)
H (8.94, 3.15, 3.27)
H (-8.96, -0.76, 1.12)
H (-7.76, -0.45, 4.96)
H (-7.12, -1.92, 4.21)
H (8.19, 4.73, 3.39)
H (5.47, 3.08, 4.39)

Output
Calculated total energy (hartree): -4306.5230
Charge: +1

=====

[3]
C32H75N5O6 | ωB97M-V with the def2-TZVPD basis set

Positions of all 118 atoms, in Å:
O (2.61, 1.17, -1.87)
O (-2.80, 2.52, 3.73)
O (-1.69, -5.37, 4.41)
O (4.78, -4.53, -1.02)
O (1.34, 0.57, -6.49)
O (4.59, 3.74, -5.49)
N (1.41, 3.35, -6.15)
N (-2.93, 3.84, 4.16)
N (1.30, 2.07, 0.38)
N (4.94, -0.82, -1.43)
N (-1.54, -5.57, 3.01)
C (-1.39, -3.17, 2.66)
C (-2.61, 4.78, 3.09)
C (3.48, -2.37, -2.74)
C (-0.80, -7.84, 3.29)
C (-3.25, -7.41, 3.12)
C (-0.51, 0.43, 0.06)
C (-1.74, -7.05, 1.11)
C (-2.13, -4.60, 0.79)
C (0.99, 0.70, -0.12)
C (-1.22, 4.50, 2.51)
C (4.27, -2.14, -1.46)
C (-1.84, -6.95, 2.61)
C (-5.34, 3.94, 4.79)
C (1.41, -0.82, -6.72)
C (1.30, 1.41, -7.65)
C (-3.70, -4.26, 2.66)
C (-2.45, 6.22, 3.64)
C (0.66, 2.71, -7.22)
C (1.24, 0.87, -1.63)
C (2.79, 1.70, -3.15)
C (-2.53, -6.01, 0.32)
C (-3.68, 4.72, 1.95)
C (-3.87, 4.12, 5.24)
C (-2.19, -4.45, 2.32)
C (5.31, -3.27, -1.29)
C (2.52, 4.19, -6.62)
C (3.50, 4.68, -5.59)
C (5.53, -5.28, -0.12)
C (-3.43, 6.63, 4.75)
C (-3.50, 3.12, 6.34)
C (-3.55, 5.53, 5.80)
C (5.52, 4.04, -4.46)
H (2.47, -1.08, -6.56)
H (5.48, -0.88, -2.30)
H (6.59, -5.38, -0.36)
H (-0.91, -7.81, 4.37)
H (4.04, 5.54, -6.01)
H (3.84, 1.81, -3.43)
H (-3.02, 7.57, 5.14)
H (5.99, -2.93, -0.50)
H (-0.74, -8.87, 2.94)
H (-0.94, -0.22, -0.70)
H (-1.72, -2.39, 1.96)
H (-4.04, 3.33, 7.27)
H (-3.45, 5.49, 1.21)
H (0.14, -7.30, 3.13)
H (-2.45, 2.94, 6.56)
H (-0.30, -3.14, 2.52)
H (2.51, -1.85, -2.76)
H (-3.34, -8.48, 2.98)
H (-2.20, -7.99, 0.76)
H (-1.00, -4.73, 4.59)
H (-4.13, -4.80, 3.50)
H (0.91, -0.05, -2.12)
H (-4.71, 4.87, 2.25)
H (5.53, -4.81, 0.88)
H (-1.02, 1.39, 0.12)
H (-0.71, -0.06, 1.01)
H (-4.40, -4.32, 1.82)
H (-3.94, 2.13, 6.14)
H (-3.63, 3.72, 1.54)
H (4.98, 4.02, -3.51)
H (-1.11, 3.52, 2.02)
H (5.93, -3.22, -2.20)
H (2.38, 2.71, -3.30)
H (0.90, -1.44, -5.98)
H (3.13, 5.03, -4.62)
H (2.21, 2.31, 0.00)
H (-1.18, -4.30, 0.35)
H (1.05, -1.13, -7.70)
H (-1.01, 5.22, 1.72)
H (1.97, 2.68, -5.63)
H (1.40, 2.04, 1.39)
H (3.92, -1.95, -3.66)
H (-0.75, -7.18, 0.67)
H (2.06, 5.14, -6.95)
H (-3.33, -7.02, 4.13)
H (-0.39, 2.51, -6.99)
H (-3.83, -3.18, 2.84)
H (0.63, 1.69, -2.00)
H (-5.66, 4.70, 4.09)
H (6.37, 3.38, -4.60)
H (0.55, 3.40, -8.06)
H (-2.30, -6.14, -0.74)
H (-2.62, 5.43, 6.37)
H (-3.61, -6.05, 0.48)
H (-4.05, -6.87, 2.60)
H (4.98, -6.21, 0.05)
H (3.56, -2.10, -0.63)
H (-5.47, 2.93, 4.40)
H (-4.41, 5.76, 6.42)
H (5.84, 5.07, -4.67)
H (3.23, -3.42, -2.89)
H (2.36, 1.46, -7.95)
H (-2.68, 6.92, 2.83)
H (-2.92, -3.93, 0.44)
H (-0.43, 4.45, 3.26)
H (4.21, -0.17, -1.68)
H (2.34, 1.08, -3.93)
H (1.67, -0.06, 0.27)
H (-4.46, 6.86, 4.47)
H (0.74, 1.00, -8.50)
H (-1.43, 6.41, 3.96)
H (-5.99, 4.02, 5.66)
H (3.11, 3.80, -7.46)
H (-1.97, 2.20, 4.11)
H (-1.60, -2.73, 3.64)

Output
Calculated total energy (hartree): -1989.2067
Charge: 0
SMILES: CC1(C)CCCC(C)(C)N1O.CC1(C)CCCC(C)(C)N1O.COC[C@H](C)N.COC[C@H](C)N.COCCNCCOC

=====

| no. | highest occupied orbital energy (Ha) | lowest unoccupied orbital energy (hartree) | HOMO-LUMO gap (eV) |
| --- | --- | --- | --- |
| 1 | -0.140 | 0.056 | 5.32 |
| 2 | -0.349 | -0.140 | 5.68 |
| 3 | -0.290 | 0.019 | 8.41 |